(1)
85
Properties=species:S:1:pos:R:3:forces:R:3 method="wB97M-V/def2-TZVPD" spin_multiplicity=1 charge=+1 e_lumo_ha=-0.113
Y -1.212974 1.427137 0.600261 0.784 -1.081 0.615
C 0.672824 1.431726 2.558070 -0.547 1.622 -0.088
C 1.435282 1.530674 1.383486 -0.716 1.194 -0.462
C -0.029515 3.346243 1.396684 0.729 -0.676 0.404
C -0.161645 2.612067 2.619148 0.594 -0.636 -0.461
C 0.977835 2.684688 0.641036 0.172 -0.454 1.007
C 0.852869 0.396338 3.617646 -0.199 -0.193 0.207
H 1.909300 0.099634 3.712033 -0.321 0.262 0.159
H 0.310272 -0.525899 3.354145 0.201 0.239 0.092
H 0.438203 0.752231 4.573951 0.420 -0.216 -0.298
C -0.836500 3.070935 3.845925 -0.830 -0.537 0.535
H -0.107153 3.429551 4.586760 -0.141 0.164 -0.311
H -1.347589 2.212331 4.297415 -0.022 0.565 -0.084
H -1.578771 3.839327 3.625896 0.067 0.089 0.233
C -1.003431 4.366476 0.877922 0.148 0.235 0.255
H -1.110311 5.153554 1.638147 -0.320 -0.088 -0.435
H -2.029298 3.939714 0.699973 0.217 0.219 0.135
H -0.699453 4.809433 -0.082572 -0.032 -0.073 0.511
C 1.523627 3.152476 -0.643001 0.404 -0.607 -0.351
H 2.587906 3.423331 -0.596495 -0.246 0.185 0.151
H 0.938785 3.997322 -1.033159 0.368 -0.272 0.059
H 1.469802 2.303595 -1.335955 0.281 0.546 0.397
C 2.683628 0.764354 1.159718 -0.236 -0.714 -0.127
H 3.367425 0.825611 2.012472 -0.029 0.380 -0.161
H 3.148948 1.109250 0.243905 0.401 -0.182 -0.088
H 2.450610 -0.302745 1.071395 0.408 0.316 0.196
C 1.043255 -3.506157 0.165121 0.722 -0.201 0.031
C 2.313455 -3.800092 0.445237 -0.281 -0.585 0.368
C 3.498148 -3.143224 -0.197430 0.155 0.033 -0.311
C 3.659422 -3.363537 -1.746960 0.129 0.099 1.113
C 3.310440 -2.147519 -2.533552 -0.138 0.704 -0.689
C 2.389587 -1.215390 -2.278198 0.650 0.429 1.292
C 1.400290 -1.233164 -1.127646 -0.838 -0.469 -0.062
C 0.658112 -2.600410 -0.968026 -0.446 0.836 0.034
H 4.401150 -3.512876 0.294557 -0.084 0.165 -0.046
H 3.079332 -4.247368 -2.030935 0.125 0.056 -0.176
H 3.404626 -2.063668 0.015210 0.490 -0.458 -0.180
H 0.770610 -3.076051 -1.944161 -0.160 -0.437 0.423
H 0.241743 -3.959897 0.756012 0.235 0.000 -0.360
H 2.540119 -4.589274 1.175551 -0.229 0.496 -0.067
H -0.405885 -2.387297 -0.809047 0.006 0.060 -0.311
H 1.738389 -0.937880 -0.143873 0.471 -0.150 -0.388
H 2.427375 -0.269825 -2.829634 -0.094 -0.487 -0.228
H 0.637842 -0.478519 -1.368720 0.232 -0.213 0.095
H 4.723864 -3.566839 -1.938437 -0.412 -0.136 -0.046
H 3.934680 -1.958183 -3.403838 0.011 -0.059 0.016
P -0.995961 -0.843326 -3.130764 -0.185 -0.863 -1.393
P -1.000528 2.302534 -2.594123 0.950 1.155 -2.229
C -1.160719 0.257725 -4.605709 -0.051 0.157 0.065
C -1.768753 1.603151 -4.176377 -0.263 -0.582 0.407
H -1.793473 -0.257028 -5.351730 0.243 0.354 0.178
H -0.164432 0.409193 -5.056516 -0.327 -0.106 0.225
H -1.707531 2.324811 -5.004468 -0.003 0.047 0.517
H -2.819588 1.434534 -3.930961 -0.162 0.140 -0.197
C -1.442226 4.073200 -2.930411 -0.448 0.059 0.351
H -0.886439 4.733939 -2.262939 -0.022 -0.024 -0.032
H -2.507358 4.223622 -2.727206 0.082 0.093 -0.071
H -1.235516 4.382212 -3.965150 -0.001 -0.307 0.301
C 0.738601 2.463876 -3.331475 -0.015 -0.249 0.342
H 0.744357 2.714404 -4.397011 -0.460 -0.275 0.087
H 1.272843 1.518552 -3.159572 -0.001 0.273 -0.281
H 1.289154 3.255791 -2.814908 -0.319 -0.298 -0.618
C -2.633972 -1.672824 -3.135142 -0.001 0.115 0.151
H -2.641099 -2.332873 -2.263702 -0.194 -0.012 -0.093
H -2.737235 -2.275607 -4.042593 -0.185 0.155 0.120
H -3.447798 -0.956021 -3.046616 -0.160 -0.047 0.010
C -0.166894 -2.272689 -4.001567 0.507 0.193 0.082
H -0.420269 -2.349794 -5.064422 -0.247 0.276 0.159
H -0.510002 -3.179163 -3.514120 0.023 -0.173 -0.003
H 0.924597 -2.230368 -3.928068 -0.275 -0.003 -0.013
O -2.067393 0.462162 4.976652 -0.508 -0.141 0.640
C -2.425229 -0.837749 4.766493 0.641 -0.270 0.583
C -2.644118 -1.687466 5.857324 0.142 -0.171 -0.788
C -2.780417 -3.056335 5.616738 0.129 0.185 0.172
C -2.564999 -3.573524 4.333206 -0.113 -0.270 -0.472
C -2.334127 -2.721255 3.244545 -0.374 0.233 0.669
C -2.329570 -1.334513 3.458157 0.071 -0.038 0.344
C -2.041531 -0.378798 2.378062 0.621 0.522 -1.270
O -1.188501 -0.701869 1.445763 -1.214 0.410 0.477
O -2.562292 0.797156 2.348564 0.270 -0.922 -0.380
H -2.043792 0.638119 5.934483 -0.116 -0.120 -0.463
H -2.572391 -1.264396 6.859379 -0.355 -0.237 -0.129
H -3.022898 -3.718393 6.459225 0.306 0.226 -0.482
H -2.565999 -4.661240 4.176556 -0.135 0.599 0.082
H -2.203737 -3.081940 2.224388 0.053 -0.060 0.353

=====

(2)
88
Properties=species:S:1:pos:R:3:forces:R:3 method="wB97M-V/def2-TZVPD" spin_multiplicity=1 relative_energy_kcal_mol=2.2 charge=+1 e_lumo_ha="-0.164 / -0.135"
Al -1.289744 0.310444 0.406052 2.513 0.366 4.367
C 2.397617 1.271779 -3.007778 0.011 -0.185 1.336
C 1.927383 2.592397 -3.220237 0.364 -1.062 0.015
C 2.390680 2.364873 -0.981059 -1.158 2.689 -1.358
C 2.654813 1.117257 -1.620415 -0.169 -0.440 -2.555
C 1.926041 3.271144 -1.968101 0.671 -1.111 2.307
C 2.538946 0.213639 -4.033811 0.066 -0.452 -0.409
H 1.902984 0.426029 -4.904239 0.168 -0.146 0.135
H 2.244704 -0.768016 -3.630774 0.075 0.174 -0.169
H 3.572353 0.113229 -4.402500 -0.253 0.003 0.050
C 3.115698 -0.128033 -0.980602 0.160 -0.405 0.471
H 2.461308 -0.977463 -1.242623 0.246 0.165 0.013
H 3.106683 -0.028762 0.113089 0.087 -0.107 -0.356
H 4.142645 -0.382663 -1.292926 -0.314 -0.017 0.093
C 2.586579 2.665448 0.446417 0.109 0.035 0.691
H 3.648736 2.609229 0.718875 -0.050 0.099 0.020
H 2.038743 1.942566 1.062790 0.335 0.429 -0.158
H 2.211861 3.660628 0.707335 0.169 -0.141 -0.043
C 1.497109 4.668796 -1.740394 -0.047 0.657 0.062
H 1.725366 5.286515 -2.621273 -0.163 -0.039 0.292
H 2.036557 5.107302 -0.889249 -0.218 -0.034 -0.240
H 0.413641 4.757459 -1.531178 0.326 0.056 -0.128
C 1.478166 3.135005 -4.517837 -0.260 0.252 -0.153
H 2.326465 3.359094 -5.179520 -0.160 -0.076 0.076
H 0.910958 4.059467 -4.368893 0.077 -0.121 -0.167
H 0.833709 2.406644 -5.030004 0.173 0.197 -0.026
C -2.276702 -1.136463 -0.480381 -0.311 -1.363 -2.233
C -1.156825 -0.797468 -1.281603 -1.595 -1.396 -1.428
C -1.311977 0.067584 -2.514229 0.118 0.388 -0.710
C -1.454072 1.580505 -2.222554 0.589 -0.036 -0.726
C -1.556786 1.927311 -0.754884 -1.790 1.467 -1.125
C -2.746718 1.609608 -0.037904 -1.061 1.992 -1.894
C -3.861120 0.877530 -0.772579 -0.547 -0.571 -0.178
C -3.680281 -0.668770 -0.777387 -0.918 0.420 0.398
H -2.174539 -0.255323 -3.124828 0.177 -0.142 0.415
H -2.304591 1.971189 -2.808109 0.065 0.033 0.469
H -0.434659 -0.060805 -3.170298 -0.228 -0.111 0.417
H -4.066080 -1.069210 -1.733499 0.348 -0.041 0.300
H -2.223759 -2.060294 0.098248 0.322 0.308 0.064
H -0.359730 -1.543992 -1.354523 0.181 0.281 0.740
H -4.331593 -1.067682 0.016395 0.237 -0.012 -0.306
H -4.836882 1.114139 -0.314664 0.485 -0.083 -0.031
H -3.108256 2.337636 0.693037 0.455 -0.503 -0.101
H -3.953372 1.219580 -1.813849 0.268 0.136 0.276
H -0.577723 2.095357 -2.640552 -0.105 -0.165 0.320
H -0.995077 2.823880 -0.484541 0.109 -0.438 0.512
P -0.093978 -4.162395 -1.481944 -0.015 -0.173 0.221
C 1.298051 -4.995971 -0.605183 0.209 0.085 -0.195
H 1.329838 -6.083841 -0.762618 -0.080 0.277 0.100
H 1.222497 -4.773512 0.467915 -0.002 -0.081 -0.264
H 2.233540 -4.553249 -0.979421 -0.182 -0.251 0.151
C -1.527325 -4.762924 -0.497616 -0.120 0.046 0.033
H -1.592139 -5.860276 -0.501082 -0.032 0.257 0.036
H -2.447672 -4.344380 -0.930900 0.149 -0.207 0.091
H -1.430032 -4.399959 0.535690 -0.102 -0.245 -0.445
C -0.306067 -5.174012 -3.002701 0.107 0.126 -0.076
H -1.211151 -4.817533 -3.514124 0.210 -0.194 0.080
H -0.390755 -6.248575 -2.793311 -0.016 0.241 -0.032
H 0.545093 -4.998792 -3.671252 -0.169 -0.095 0.081
P -2.251667 1.794956 2.949392 0.660 -1.062 -0.022
C -2.307860 3.607537 3.153018 0.017 0.255 -0.257
H -3.323839 3.932212 3.403905 0.247 0.045 0.027
H -2.003370 4.081814 2.208479 -0.105 0.048 0.355
H -1.609168 3.904425 3.945101 -0.216 0.038 -0.223
C -3.948656 1.233604 3.329986 0.027 -0.094 -0.124
H -4.666851 1.722475 2.658172 0.109 -0.112 0.199
H -4.208680 1.444370 4.374374 -0.063 -0.062 -0.238
H -3.977169 0.150406 3.140938 -0.120 0.270 0.195
C -1.302441 1.238719 4.399265 0.056 0.112 0.235
H -1.586175 1.834588 5.278191 0.166 -0.304 -0.065
H -0.238585 1.402247 4.173789 -0.200 -0.013 0.204
H -1.458355 0.166027 4.582769 0.005 0.376 -0.036
O -0.470563 -3.579712 2.208777 0.135 1.096 0.670
S -0.387208 -2.330690 2.932974 -0.761 0.415 -0.968
O -1.249028 -2.105278 4.061437 0.501 -0.227 -0.466
N -0.558046 -0.999842 1.864789 0.573 0.036 0.056
C 0.566003 -0.286743 1.752212 -1.741 0.470 -0.759
O 0.462263 0.732691 0.929764 0.095 -1.691 1.284
C 1.672523 -0.757348 2.563600 1.124 -0.282 0.470
C 2.982015 -0.271572 2.703135 -0.573 -0.196 0.053
C 3.867528 -0.964586 3.535125 -0.224 -0.122 0.032
C 3.454740 -2.128085 4.212526 -0.134 0.196 -0.240
C 2.147573 -2.617822 4.070132 -0.035 0.288 -0.172
C 1.280954 -1.909017 3.246066 1.108 -0.218 0.703
H 3.253033 0.634434 2.165748 0.180 -0.233 0.237
H 4.890026 -0.593249 3.653205 -0.418 -0.197 -0.010
H 4.158007 -2.660450 4.854183 -0.195 0.180 -0.203
H 1.793839 -3.519010 4.573051 0.263 0.255 -0.063

=====

(3)
100
Properties=species:S:1:pos:R:3:forces:R:3 method="wB97M-V/def2-TZVPD" spin_multiplicity=1 smiles="C=Cc1c(COCC)cc2c(c1CCO)C(=O)N(COCOCCO)C2=O.ClCCCl.ClCCCl.ClCCCl.ClCCCl.ClCCCl.ClCCCl" e_lumo_ha=-0.017
C 0.259966 -5.629718 1.063916 -0.911 0.507 0.301
C -1.057115 -5.215170 1.240716 1.113 0.149 0.153
C -1.560462 -3.908249 0.709718 0.256 0.355 1.532
C -2.631595 -3.996349 -0.193479 -0.304 0.100 0.124
C -3.263510 -5.312322 -0.639825 0.610 0.537 -0.338
O -2.877083 -5.540741 -2.007463 -1.158 0.137 0.523
C -3.989269 -5.474108 -2.884307 0.200 0.304 -1.423
C -3.478698 -5.192072 -4.304091 -0.055 -0.305 0.174
C -3.172477 -2.824789 -0.755293 0.396 0.086 0.233
C -2.601876 -1.621178 -0.423908 0.114 0.530 0.166
C -1.504235 -1.521326 0.456417 -0.403 -0.308 -0.086
C -0.976431 -2.656707 1.059960 0.168 0.362 -0.282
C 0.191178 -2.584120 2.022078 -0.367 -0.754 0.606
C 0.060989 -1.534741 3.139527 0.064 0.696 -0.813
O 0.227610 -2.100476 4.428339 -0.094 -0.193 -0.278
C -1.118101 -0.058305 0.551317 -0.677 -1.142 -0.658
O -0.275009 0.511682 1.180183 0.259 0.145 0.039
N -1.988505 0.573423 -0.347018 0.054 1.404 -0.853
C -1.615174 1.842549 -0.950601 -0.167 0.739 0.943
O -0.346052 1.809963 -1.541140 -0.502 0.009 -0.348
C -0.372104 1.290307 -2.852822 0.252 -0.171 -0.310
O 0.757252 1.758129 -3.525423 -0.029 -0.512 -0.029
C 1.739165 0.736546 -3.623748 1.154 -0.157 -0.265
C 3.042503 1.219103 -4.255088 0.087 0.543 -0.055
O 3.769489 2.029625 -3.331261 -0.251 -0.120 0.205
C -2.987242 -0.227246 -0.893096 0.735 -1.856 0.949
O -3.938526 0.113470 -1.535581 0.054 0.378 -0.432
H 0.491810 -6.426444 0.356711 -0.030 -1.244 1.566
H 1.063576 -5.117866 1.594379 0.320 0.960 -1.734
H -1.740052 -5.869581 1.787148 -0.624 -0.662 -1.826
H -2.926326 -6.164380 -0.053031 -0.209 0.093 0.035
H -4.347351 -5.176472 -0.582162 0.056 -0.335 0.136
H -4.675905 -4.652987 -2.637552 0.108 -0.166 0.342
H -4.562194 -6.411995 -2.914638 0.073 0.065 0.356
H -2.819285 -4.321064 -4.318034 -0.107 -0.062 0.044
H -4.323420 -5.014168 -4.977639 0.076 -0.009 0.120
H -2.920957 -6.051755 -4.684147 0.012 0.130 0.023
H -4.003108 -2.846477 -1.452640 0.023 -0.102 0.103
H 0.238021 -3.556339 2.525906 0.013 0.209 0.024
H 1.133686 -2.488372 1.473568 -0.132 0.162 -0.012
H 0.795086 -0.746670 2.942647 -0.032 -0.114 0.321
H -0.916142 -1.043096 3.049172 0.043 -0.151 0.201
H -0.097549 -1.436448 5.042792 0.106 -0.058 0.182
H -2.395339 2.135691 -1.660779 -0.002 -0.249 0.045
H -1.577231 2.601323 -0.163717 0.154 -0.095 -0.125
H -0.370061 0.188446 -2.826581 -0.002 0.106 0.052
H -1.265328 1.599302 -3.414250 0.005 0.274 0.295
H 1.384552 -0.101359 -4.240881 -0.180 0.179 0.031
H 1.994506 0.333587 -2.633667 -0.146 0.153 -0.024
H 3.654109 0.344217 -4.516402 -0.297 -0.053 0.013
H 2.886947 1.815080 -5.170447 -0.357 -0.368 0.137
H 4.609712 2.254398 -3.737832 0.039 0.059 0.010
Cl 0.613706 1.694306 4.582378 -0.088 0.037 0.106
C 1.108787 2.675134 3.173545 0.067 0.048 -0.190
C 1.547838 4.059929 3.571365 0.132 -0.022 -0.049
Cl 0.184511 5.046636 4.173361 -0.038 0.011 0.033
H 0.273842 2.702983 2.479223 -0.034 -0.058 0.054
H 1.931998 2.147512 2.695066 0.028 0.012 0.054
H 1.956227 4.577420 2.703936 -0.081 -0.022 -0.033
H 2.309403 4.031377 4.345213 -0.071 -0.006 0.057
Cl -0.387512 -5.606481 -2.983694 0.513 -0.194 -0.072
C 1.165000 -6.069543 -3.734116 -0.038 0.196 -0.048
C 1.676998 -7.403288 -3.251045 -0.003 -0.057 -0.169
Cl 2.198231 -7.361259 -1.548039 0.006 -0.001 0.037
H 1.883309 -5.275538 -3.541122 0.012 -0.041 0.054
H 0.989009 -6.120776 -4.808165 0.019 -0.056 0.005
H 2.548332 -7.694360 -3.835842 0.009 0.047 0.006
H 0.921096 -8.178612 -3.350902 -0.039 0.042 0.079
Cl 0.936114 3.556455 -7.091597 0.086 0.023 -0.074
C -0.028180 4.168740 -5.728015 -0.170 -0.122 0.251
C -0.201407 5.664367 -5.749583 -0.099 -0.012 -0.024
Cl 1.337064 6.502935 -5.423390 0.043 0.100 -0.038
H 0.454343 3.839457 -4.810446 0.038 -0.021 -0.041
H -1.002854 3.686521 -5.794752 -0.017 0.047 -0.029
H -0.898087 5.962919 -4.967737 0.034 -0.050 0.040
H -0.587164 6.017499 -6.702949 0.122 -0.003 -0.036
Cl 4.390926 -0.589388 6.802441 0.015 0.000 -0.016
C 4.380186 0.954081 7.692089 0.034 0.015 0.084
C 3.593382 2.019005 6.971904 -0.145 0.043 0.139
Cl 4.390376 2.539551 5.463666 0.022 -0.024 -0.039
H 5.412249 1.258490 7.849177 0.004 -0.016 -0.074
H 3.926413 0.758831 8.662518 -0.057 0.014 -0.032
H 3.504255 2.901546 7.603834 0.069 -0.007 0.007
H 2.592977 1.675495 6.719111 0.048 -0.035 -0.090
Cl -2.082785 1.757270 7.520124 0.017 -0.046 -0.013
C -2.660582 2.805388 6.197985 0.058 0.109 -0.100
C -4.164926 2.882383 6.147968 -0.013 0.114 0.011
Cl -4.902565 1.335946 5.654494 -0.013 -0.021 0.014
H -2.247426 2.425605 5.266536 0.006 -0.055 0.040
H -2.245923 3.796371 6.376032 -0.026 -0.001 0.019
H -4.467999 3.626960 5.413410 0.050 -0.024 -0.034
H -4.582414 3.160485 7.112694 0.011 -0.086 0.017
Cl 3.140349 6.291595 0.510877 0.001 0.029 0.033
C 2.519091 6.376481 -1.159945 -0.113 -0.112 -0.133
C 3.547026 6.906204 -2.127201 0.016 -0.079 -0.097
Cl 3.909214 8.630616 -1.854167 0.018 0.003 0.025
H 1.624564 6.994516 -1.153537 0.057 0.063 0.053
H 2.237649 5.363501 -1.445345 0.072 -0.011 -0.013
H 3.168680 6.818486 -3.144253 -0.073 0.001 0.046
H 4.480234 6.352503 -2.059058 0.005 0.039 0.086

=====

Short version: largest force on an atom = 2.68 5.05 2.21 eV Å⁻¹, in the order given.